Formula: C3H7N4O2
Source: OMol25
Level of theory: wB97M-V/def2-TZVPD

Geometry as XYZ:
```
16
C3H7N4O2 wB97M-V/def2-TZVPD
C -1.49 -0.22 1.11
C 1.91 2.64 -0.07
C -0.18 -0.92 -0.84
N -0.12 -0.56 0.43
N -1.15 0.18 2.31
N -1.24 -0.61 -1.55
N 0.81 -1.49 -1.41
O 1.29 3.50 0.38
O 2.48 1.76 -0.56
H 0.63 -0.73 1.14
H -1.82 0.46 3.17
H -0.07 0.24 2.58
H -1.46 -0.85 -2.50
H -1.93 -0.20 -0.91
H 1.63 -1.68 -0.80
H 0.72 -1.53 -2.49
```

Computed properties:
Total charge: +1
Energy above the lowest of the compared OMol25 structures with the same formula, charge and spin, kJ/mol: 41.7
Gap between HOMO and LUMO, eV: 10.917
Electronic energy, eV: -13272.7177

These are the natural (NBO) partial charges, in e, on atoms 1 to 2: 0.260, 1.022